Here is a 3-piece molecular cluster, C14H29F9NO4S overall in a non-equilibrium geometry from OMol25. Energies are from ωB97M-V with the def2-TZVPD basis set.

Its HOMO energy is -0.053 hartree. The total energy is -2203.26664 hartree.

Geometry as ORCA input:
```
! wB97M-V def2-TZVPD RIJCOSX def2/J DEFGRID3
* xyz -1 1
N -6.1630 -0.6502 -1.9082
C -4.8612 -0.9556 -1.2476
C -3.6449 -0.0685 -1.8373
C -4.0735 1.4601 -1.6488
C -2.8644 2.3318 -1.0615
C -3.4209 3.2327 0.1575
F -3.9219 2.3307 1.1007
F -4.4659 4.0010 -0.4183
C -2.2005 4.1150 0.6591
F -1.9664 5.1329 -0.2835
F -1.0013 3.3819 0.7051
S -2.4085 4.9374 2.3471
F -2.3261 3.4963 3.1702
F -0.7183 5.0115 2.4700
F -2.3138 6.4681 1.6326
F -4.0648 4.9388 2.2723
F -2.5188 5.7207 3.8183
H -6.7676 -0.2276 -1.1860
H -4.6930 -2.0775 -1.3714
H -4.9438 -0.6846 -0.1312
H -3.5273 -0.3677 -2.9223
H -2.6739 -0.3236 -1.2832
H -4.3088 1.8715 -2.6782
H -5.0085 1.5619 -1.0194
H -2.5398 3.0771 -1.8594
H -2.0254 1.6456 -0.7452
C 0.9997 -1.5069 1.7373
O 0.6998 -0.2395 1.1717
C 0.3576 0.7302 2.1592
C 1.5294 1.6577 2.4561
O 2.6063 0.9554 3.0761
C 3.6444 0.6430 2.1616
H 1.4896 -2.1125 0.9726
H 1.6696 -1.4248 2.5972
H 0.0725 -2.0060 2.0377
H 0.0001 0.2451 3.0742
H -0.4641 1.3245 1.7523
H 1.1985 2.4243 3.1631
H 1.8670 2.1641 1.5460
H 4.2330 1.5417 1.9472
H 3.2576 0.2253 1.2285
H 4.2966 -0.0978 2.6283
C 3.9570 -3.3046 -0.0661
O 2.8557 -3.6887 -0.8757
C 2.8475 -3.0217 -2.1354
C 3.3810 -3.9211 -3.2439
O 4.7652 -4.2107 -3.0598
C 4.9787 -5.4990 -2.5041
H 4.0439 -4.0216 0.7521
H 4.8964 -3.3005 -0.6243
H 3.7748 -2.3109 0.3569
H 3.4143 -2.0855 -2.0841
H 1.8062 -2.7714 -2.3579
H 3.2891 -3.3927 -4.1978
H 2.7960 -4.8438 -3.3138
H 4.8272 -6.2643 -3.2730
H 4.3190 -5.6945 -1.6554
H 6.0126 -5.5523 -2.1583
*
```

Here is C14H29N2O7P2Ta as an isolated structure in a non-equilibrium geometry from OMol25. Energies are from ωB97M-V with the def2-TZVPD basis set.

Its HOMO energy is -0.589 hartree. The energy above the lowest of the compared OMol25 structures with the same formula, charge and spin comes out at 1.4 kcal per mole. The total energy is -1926.68879 hartree.

Geometry as ORCA input:
```
! wB97M-V def2-TZVPD RIJCOSX def2/J DEFGRID3
* xyz 2 1
Ta 0.2008 -0.1825 -0.2652
C 2.5367 -0.0866 0.4065
C 2.1309 -1.4396 0.6410
C 1.7626 -2.0310 -0.5984
C 1.9800 -1.0492 -1.6204
C 2.4769 0.1447 -1.0026
C 2.9529 1.3496 -1.7336
C 1.8178 -1.2514 -3.0899
C 1.3687 -3.4552 -0.8105
C 2.3014 -2.1679 1.9340
C 3.1398 0.8236 1.4304
H 2.1837 1.7856 -2.3701
H 3.7836 1.0596 -2.3802
H 3.3303 2.1094 -1.0508
H 0.8273 -0.9720 -3.4464
H 1.9807 -2.2981 -3.3421
H 2.5539 -0.6539 -3.6257
H 0.2882 -3.5880 -0.8873
H 1.7472 -4.0788 -0.0022
H 1.7917 -3.8273 -1.7424
H 1.5948 -2.9837 2.0867
H 2.2694 -1.4999 2.7972
H 3.2959 -2.6220 1.9353
H 4.1927 0.5584 1.5544
H 2.6759 0.7362 2.4116
H 3.1139 1.8709 1.1313
O -3.3419 -1.7160 -1.7804
P -2.2233 -0.7186 -1.4471
O -2.0994 0.0242 -0.1288
O -0.8625 -1.4914 -1.4354
O -2.2352 0.3839 -2.6029
P -1.3371 1.7270 -2.3143
O -1.0011 2.2408 -3.7435
O -1.9159 2.6551 -1.3543
O -0.0250 1.0276 -1.8152
H -4.2423 -1.4081 -1.9699
H -1.5251 2.9863 -4.0735
N -0.4617 -1.1135 1.6884
C -1.7141 -0.8740 2.5160
C -1.6552 0.3908 3.3466
C -1.5475 1.7174 2.5922
C -0.1354 2.0818 2.1454
N 0.1044 1.8098 0.6834
H -0.5274 -2.0919 1.3884
H 0.3026 -1.1405 2.3626
H -1.8010 -1.7309 3.1847
H -2.5614 -0.8724 1.8409
H -0.8457 0.3181 4.0813
H -2.5754 0.3935 3.9337
H -1.8921 2.5085 3.2573
H -2.2303 1.7382 1.7397
H 0.6163 1.5449 2.7249
H 0.0445 3.1454 2.2985
H 0.9517 2.3124 0.4158
H -0.6451 2.3073 0.1812
*
```

Here is C14H29N6OPSiW as an isolated structure in a non-equilibrium geometry from OMol25. Energies are from ωB97M-V with the def2-TZVPD basis set.

Its HOMO energy (spin up / spin down) is -0.545 / -0.545 hartree. The energy above the lowest of the compared OMol25 structures with the same formula, charge and spin comes out at 82.9 kcal per mole. The total energy is -1651.75127 hartree.

Geometry as ORCA input:
```
! wB97M-V def2-TZVPD RIJCOSX def2/J DEFGRID3
* xyz 2 1
W 0.0759 -0.2720 -0.0232
Si 2.2852 0.4937 -0.6705
P -0.7386 0.5828 -1.9477
N -0.7569 -1.9374 0.0097
H -0.3132 1.2020 0.2817
C -2.4720 0.5191 -2.4634
H -2.4898 0.6638 -3.5554
H -3.0497 1.3177 -1.9904
H -2.9242 -0.4489 -2.2243
C -0.2092 2.0077 -2.8971
H -0.6265 1.9291 -3.9013
H 0.8687 2.0830 -2.9990
H -0.5756 2.9333 -2.4676
C -0.1047 -0.7565 -3.0298
H -0.4003 -0.4533 -4.0467
H -0.5696 -1.7127 -2.7599
H 0.9863 -0.8390 -2.9657
C 3.0825 2.0271 0.1031
H 2.7993 2.0938 1.1689
H 2.7823 2.9372 -0.4353
H 4.1788 1.9149 0.0231
H 3.3326 -0.5117 -0.3314
H 2.5597 0.8116 -2.0723
C -0.7020 -3.2547 -0.1616
C -1.6295 -5.5033 -0.1607
C -1.7993 -4.1418 0.0712
C 0.5424 -3.8017 -0.6090
C 0.6688 -5.1611 -0.8378
C -0.4165 -6.0173 -0.6315
H -2.4830 -6.1553 0.0166
H -2.7434 -3.7006 0.3929
H 1.3899 -3.1296 -0.8037
H 1.6120 -5.5519 -1.1898
H -0.3401 -7.0835 -0.8178
C -1.8608 3.4214 0.5119
O -2.2972 3.0432 -0.5822
C -2.3924 2.7797 1.7932
H -2.0700 3.3587 2.6786
H -2.0251 1.7465 1.9577
H -3.4737 2.7122 1.7700
C -0.5239 4.1430 0.6759
H -0.5197 4.9893 -0.0118
H 0.3382 3.4833 0.4260
H -0.3662 4.4823 1.7101
N 2.5315 1.3066 4.5535
N 1.4246 0.7772 3.9105
N 1.2885 -0.6019 4.0880
C 0.7348 -0.9626 2.9562
N 0.6587 0.0506 2.0253
N 1.1820 1.1386 2.6072
H 2.3889 2.2801 4.7464
H 2.7585 0.7381 5.3651
H 0.4031 -1.9707 2.7436
*
```

Here is a 6-piece molecular cluster, C14H29NO10 overall in a non-equilibrium geometry from OMol25. Energies are from ωB97M-V with the def2-TZVPD basis set.

Its HOMO energy is -0.033 hartree. The energy above the lowest of the compared OMol25 structures with the same formula, charge and spin comes out at 0.0 kcal per mole. The total energy is -1357.96465 hartree.

Geometry as ORCA input:
```
! wB97M-V def2-TZVPD RIJCOSX def2/J DEFGRID3
* xyz -2 1
O 15.2360 19.7059 19.2463
H 15.9162 19.9706 18.5524
H 14.3568 20.0897 18.9078
H 15.4256 20.1259 20.1488
C 17.5735 23.6259 17.3614
C 18.9686 23.8607 17.0451
C 19.8803 22.5873 16.9565
O 21.0541 22.7586 16.6113
C 19.3029 21.3043 17.2028
C 17.9632 21.1520 17.4784
C 17.0347 22.3648 17.5290
O 15.8245 22.2027 17.9136
O 17.4978 19.9735 17.6604
O 19.4744 24.9801 17.0142
H 16.9984 24.5226 17.5567
H 19.9936 20.4727 17.1903
C 14.1905 18.9871 22.1749
C 15.2422 19.9737 22.6599
O 16.1871 20.3731 21.7348
H 14.5950 17.9933 21.9610
H 13.7368 19.4382 21.2870
H 13.3579 18.7911 22.8614
H 15.7896 19.6359 23.5570
H 14.6386 20.8157 23.0615
O 16.2598 23.0878 20.7873
H 16.3618 22.9941 19.8223
H 16.2380 22.1669 21.1287
O 18.6746 19.3778 20.6664
H 18.6292 19.3512 19.6992
H 17.8982 19.9102 20.9255
C 13.5602 16.3905 17.4430
O 13.5199 17.7971 17.5017
C 12.2744 18.3969 17.4830
C 12.3089 19.8992 17.2368
N 12.8519 20.6201 18.4063
C 12.8172 22.0701 18.1962
C 13.3352 22.8256 19.3979
O 12.3604 22.7218 20.4466
C 12.7825 23.2280 21.6870
H 14.6133 16.1179 17.4343
H 13.1397 15.9584 16.5279
H 13.0521 16.0554 18.3524
H 11.7250 18.2293 18.4235
H 11.6722 17.9663 16.6675
H 11.2826 20.2563 17.0986
H 12.8822 20.1209 16.3376
H 12.2898 20.4189 19.2294
H 11.8272 22.4188 17.8632
H 13.3969 22.3432 17.3107
H 13.3883 23.9036 19.2227
H 14.3271 22.4498 19.6601
H 11.9431 23.0580 22.3664
H 12.9932 24.3011 21.6425
H 13.6233 22.6784 22.1182
*
```

Here is one molecule with the formula C14H29NO3S2 in a non-equilibrium geometry from OMol25. Energies are from ωB97M-V with the def2-TZVPD basis set.

Its HOMO energy is -0.303 hartree. The total energy is -1627.56055 hartree.

Geometry as ORCA input:
```
! wB97M-V def2-TZVPD RIJCOSX def2/J DEFGRID3
* xyz 0 1
O -4.8258 3.5254 -0.4461
O -3.3322 5.3351 -0.2376
O -2.7314 3.4467 -1.4643
S -2.3882 3.0987 1.3709
N -0.6519 0.6971 0.4702
C -1.8064 -0.9379 -1.1257
C 3.0659 3.5064 0.3178
C -2.8787 1.3476 1.3547
C -1.0086 0.3621 -0.8929
C -1.6775 0.4132 1.5215
C 0.3949 1.6091 0.8378
C 2.9475 -2.9533 1.4829
C 3.4247 -2.2734 0.0963
C 1.8321 -2.2616 2.2776
C 2.9554 2.1115 0.8757
C 3.4965 -0.7379 0.2158
C 1.9939 -0.7289 2.1168
C 1.8101 1.2277 0.4161
C 2.1224 -0.2586 0.6825
S -3.4543 3.8834 -0.1464
H -3.2355 4.0400 -2.0829
H -1.7333 -1.7477 -0.3408
H -2.9028 -0.6817 -1.0207
H -1.7142 -1.3321 -2.1392
H 2.1837 4.0126 0.6371
H 3.0476 3.3820 -0.7541
H 3.9652 4.1355 0.5505
H -3.3360 1.0768 0.3688
H -3.4934 1.2184 2.2436
H -1.5604 1.2212 -1.2800
H -0.1548 0.3041 -1.5542
H -1.2342 0.6649 2.5300
H -2.0318 -0.5457 1.5255
H 0.2093 2.4510 0.3493
H 0.3070 1.8439 1.9026
H 2.7224 -4.1063 1.3313
H 3.8238 -3.0673 2.1164
H 4.4140 -2.7136 -0.0041
H 2.7784 -2.4594 -0.7936
H 1.6843 -2.6243 3.3306
H 1.0040 -2.5573 1.7530
H 3.9443 1.6547 0.8425
H 2.7956 2.2340 1.9419
H 3.7436 -0.2300 -0.7072
H 4.3752 -0.6077 0.9777
H 2.8756 -0.3783 2.6009
H 1.0617 -0.1693 2.4505
H 1.7503 1.2935 -0.6550
H 1.3516 -0.7946 0.0858
*
```

Here is C14H29P2Tb as an isolated structure in a non-equilibrium geometry from OMol25. Energies are from ωB97M-V with the def2-TZVPD basis set.

Its expectation value of S² is 12.8720. Its HOMO energy (spin up / spin down) is -0.213 / -0.177 hartree. The energy above the lowest of the compared OMol25 structures with the same formula, charge and spin comes out at 2.4 kcal per mole. The total energy is -2057.69767 hartree.

Geometry as ORCA input:
```
! wB97M-V def2-TZVPD RIJCOSX def2/J DEFGRID3
* xyz 0 7
C -0.7492 1.4352 -3.6690
C -0.7005 2.8402 -3.8013
C 0.6089 3.2975 -3.4618
C 1.4218 2.1704 -3.1425
C 0.6383 0.9971 -3.2339
Tb -1.5263 -1.5081 -1.4747
P -0.8304 -4.0953 -0.7701
H -1.5883 0.7663 -3.8907
H -1.5289 3.4716 -4.1235
H 0.9421 4.3341 -3.4579
H 0.9629 -0.0390 -3.0980
H 2.4787 2.1970 -2.8783
H 0.5279 -4.5371 -0.9949
H -1.4729 -5.0429 -1.6565
H -1.0838 -4.7820 0.4663
C 1.9790 -2.3862 1.5191
C 0.7719 -1.5363 1.9461
C 1.1351 -0.5971 3.1009
P 0.0426 -0.7211 0.4667
C -1.8359 -0.5430 0.7316
C -2.1966 -0.2332 2.1950
C -2.5144 0.4389 -0.3039
C 0.6666 1.0096 0.2779
C 0.1423 1.9879 1.3251
C 2.1979 1.0028 0.1595
H 2.7693 -1.7714 1.0654
H 1.6970 -3.1749 0.8120
H 2.3998 -2.8747 2.4105
H -0.0242 -2.2147 2.3001
H 1.9120 0.1269 2.8251
H 0.2716 -0.0620 3.5146
H 1.5459 -1.2077 3.9196
H -2.2392 -1.5976 0.5771
H -1.8167 0.7461 2.5056
H -3.2915 -0.2187 2.2625
H -1.8179 -1.0122 2.8680
H -1.9472 0.6028 -1.3055
H -3.5421 0.0942 -0.5197
H -2.5418 1.4460 0.1254
H 0.2806 1.3421 -0.7034
H 0.4086 1.6845 2.3449
H 0.6142 2.9679 1.1473
H -0.9423 2.1373 1.2650
H 2.5502 0.2489 -0.5591
H 2.5307 1.9848 -0.2109
H 2.6944 0.8251 1.1243
*
```

Here is a 4-piece molecular cluster, C14H30BINO6S3 overall in a non-equilibrium geometry from OMol25. Energies are from ωB97M-V with the def2-TZVPD basis set.

Its HOMO energy is -0.390 hartree. The total energy is -2574.00120 hartree.

Geometry as ORCA input:
```
! wB97M-V def2-TZVPD RIJCOSX def2/J DEFGRID3
* xyz 1 1
C 4.8410 1.2467 -0.9437
C 4.5181 0.6175 -2.4592
B 3.5269 1.6521 -3.3315
O 3.6826 1.8437 -4.8118
C 2.3420 2.3996 -2.4290
C 2.5615 3.7305 -1.4971
C 1.2410 4.2781 -0.6439
N -0.1205 3.5660 -0.7140
I -1.6128 4.3973 0.4810
C -0.3952 2.3393 -1.5553
C -1.8185 1.5167 -1.6428
O -1.6890 0.2162 -0.9098
O -1.2218 -0.7043 -1.7160
C 0.8572 1.7048 -2.4611
H 5.1934 2.3678 -1.0397
H 3.8451 1.2794 -0.2911
H 5.6548 0.5800 -0.4167
H 5.5019 0.3439 -3.0315
H 3.8284 -0.3321 -2.2413
H 3.2948 0.9791 -5.1948
H 3.6302 4.2552 -1.4296
H 1.3846 5.2252 0.0371
H -2.0236 1.3470 -2.8039
H -2.7382 2.0770 -1.1852
H -0.2216 -0.7182 -1.5842
H 0.6762 0.7434 -3.1330
C 4.3686 -4.6762 -2.2338
S 3.9347 -3.4743 -0.9540
O 3.4341 -2.2408 -1.6449
C 5.6326 -3.1475 -0.4203
H 3.4515 -4.9959 -2.7349
H 5.0398 -4.2196 -2.9651
H 4.8488 -5.5431 -1.7737
H 6.2259 -2.7843 -1.2626
H 6.0718 -4.0639 -0.0187
H 5.6099 -2.3853 0.3618
C -5.8870 2.5626 1.3609
S -5.9495 1.0456 0.3784
O -7.0974 0.2254 0.8876
C -4.4291 0.3268 1.0466
H -6.7732 3.1604 1.1331
H -5.8791 2.3195 2.4261
H -4.9917 3.1314 1.0991
H -4.5108 0.2205 2.1307
H -3.5809 0.9679 0.7947
H -4.2836 -0.6577 0.5964
C -2.7183 -2.6335 4.5836
S -4.0904 -1.5540 4.1117
O -3.8064 -0.1923 4.6724
C -5.3216 -2.3369 5.1822
H -1.8195 -2.3025 4.0573
H -2.5484 -2.5748 5.6614
H -2.9464 -3.6623 4.2952
H -4.9922 -2.2960 6.2229
H -5.4656 -3.3754 4.8742
H -6.2649 -1.7959 5.0795
*
```

Here is C14H30F6NiO10 as an isolated structure in a non-equilibrium geometry from OMol25. Energies are from ωB97M-V with the def2-TZVPD basis set.

Its expectation value of S² is 2.0028. Its HOMO energy (spin up / spin down) is -0.314 / -0.313 hartree. The energy above the lowest of the compared OMol25 structures with the same formula, charge and spin comes out at 0.0 kcal per mole. The total energy is -3411.31324 hartree.

Geometry as ORCA input:
```
! wB97M-V def2-TZVPD RIJCOSX def2/J DEFGRID3
* xyz 0 3
Ni 0.4284 0.9305 0.6808
C -0.3520 -2.1821 1.2277
O 0.6247 -3.2022 1.4319
O 0.2294 -1.0734 0.7948
C -1.4303 -2.7395 0.2757
F -0.8967 -3.3688 -0.7916
F -2.2348 -3.6127 0.9008
F -2.2064 -1.7566 -0.2193
C 0.3600 -4.1223 2.4898
C 1.3751 -5.2352 2.3505
H 1.2228 -5.7613 1.4112
H 2.3968 -4.8735 2.4490
H 1.2205 -5.9802 3.1391
H -0.6418 -4.5536 2.4006
H 0.3805 -3.5670 3.4354
H -0.8701 -2.0048 2.2006
C -1.2896 1.3577 -2.1275
O -0.5420 0.6717 -3.1736
O -0.6969 1.2673 -0.9643
C -1.4750 2.7619 -2.7286
F -0.3299 3.4522 -2.8255
F -2.0234 2.7026 -3.9488
F -2.3149 3.4942 -1.9592
C -0.8942 -0.6277 -3.5382
C 0.1092 -1.1175 -4.5759
H 1.0476 -1.4601 -4.1387
H -0.3324 -1.9059 -5.1851
H 0.3663 -0.2890 -5.2418
H -1.9136 -0.7589 -3.9258
H -0.8771 -1.3334 -2.6956
H -2.3002 0.8981 -2.1588
C -2.6119 1.1652 1.6114
C -3.5616 1.6737 2.6882
O -3.2082 2.9490 3.1994
O -1.2343 1.3903 2.0194
H -2.7620 1.7053 0.6780
H -2.7117 0.0911 1.4510
H -3.5100 0.9826 3.5350
H -4.5815 1.6946 2.2964
H -3.0059 3.5189 2.4488
H -1.2165 1.0328 2.9157
C 1.7173 2.2231 2.9644
C 1.9429 3.1582 1.7858
O 0.8901 2.9919 0.8378
O 1.5441 0.8942 2.4201
H 0.8168 2.5582 3.4805
H 2.5868 2.2057 3.6168
H 2.9354 3.0190 1.3427
H 1.9470 4.2030 2.1146
H 0.9042 3.6999 0.1870
H 1.9474 0.2447 3.0007
C 2.8637 0.2943 -2.7044
C 2.3296 -0.2630 -1.3739
O 2.2521 0.7993 -0.4070
O 2.0804 1.3568 -3.1762
H 2.9319 -0.4939 -3.4693
H 3.8981 0.6381 -2.5916
H 3.0427 -1.0185 -1.0362
H 1.3496 -0.6894 -1.5599
H 3.1352 0.8905 -0.0410
H 1.1487 1.0740 -3.2241
*
```